Version one
DFT (ωB97M-V with the def2-TZVPD basis set) results for a molecular structure, C8H8ClO4S2.

LUMO	2.774	eV
total charge	-1
orbital gap	7.21	eV
multiplicity	1

Last column: Mulliken charge in e.
Cartesian coordinates (Å):
Cl (2.73722, -0.42962, -2.69095)  -0.195
S (0.72827, 0.17122, 2.27452)  -0.014
S (1.90554, -1.32817, -0.01710)  0.292
O (-0.62053, 3.16137, -0.01405)  -0.694
O (2.96231, -0.42457, 0.51820)  -0.612
O (-0.77386, 0.58011, -0.99935)  -0.486
O (0.21793, 4.26056, -1.76068)  -0.753
C (-0.46905, -1.93218, 1.43530)  -0.297
C (0.14307, 3.30912, -0.93791)  0.533
C (-1.22147, -1.46845, 2.53019)  -0.553
C (0.55461, -1.06951, 1.16460)  0.453
C (0.26289, 0.96347, -1.69003)  -0.180
C (1.32780, -0.66824, -1.62505)  -0.425
C (-0.71442, -0.28847, 3.06353)  -0.579
C (1.19860, 2.02014, -1.10324)  -0.403
H (0.65850, -1.36440, -2.07984)  0.517
H (2.04760, 2.39316, -1.71224)  0.340
H (-1.19193, 1.42537, -0.58257)  0.479
H (-1.98617, -1.97430, 2.91696)  0.542
H (-0.85609, 0.06079, 4.07218)  0.382
H (-0.67573, -2.95668, 0.88048)  0.218
H (0.14931, 0.99790, -2.88689)  0.211
H (1.58218, 1.70120, -0.16246)  0.225


Version two
DFT (ωB97M-V with the def2-TZVPD basis set) results for a gas-phase ion, C8H8ClO4S2 (charge -1).

LUMO	2.826	eV
total charge	-1
orbital gap	7.67	eV
multiplicity	1

Last column: Mulliken charge in e.
Cartesian coordinates (Å):
Cl (0.04789, 2.36037, -2.84580)  -0.206
S (0.46822, 2.05768, -0.04038)  0.296
S (0.07143, -0.66248, 1.45801)  0.054
O (-0.84396, 2.44871, 0.46773)  -0.577
O (-0.77933, -1.14486, -1.01764)  -0.618
O (-3.19162, -1.71311, -0.88218)  -0.742
O (-4.57501, -0.41248, -2.06570)  -0.707
C (2.43245, -0.41321, 2.45067)  -0.420
C (1.32800, -1.21017, 2.48675)  -0.603
C (-1.14806, -0.05172, -1.74542)  -0.153
C (2.25335, 0.68633, 1.59180)  -0.302
C (-3.54069, -0.65220, -1.45759)  0.574
C (1.03336, 0.67635, 0.97573)  0.214
C (-2.46854, 0.52665, -1.35897)  -0.496
C (0.25052, 1.12707, -1.60986)  -0.292
H (-1.08814, -0.24039, -2.83196)  0.223
H (-1.70763, -1.57214, -0.79670)  0.596
H (1.15855, 0.56656, -1.80682)  0.481
H (3.32980, -0.59713, 3.01652)  0.373
H (2.98280, 1.46002, 1.42511)  0.403
H (-2.47028, 0.85794, -0.32011)  0.222
H (-2.77007, 1.34591, -2.01124)  0.290
H (1.18984, -2.11528, 3.04608)  0.392


version two is favored, and the nearest alternative lies 1.761 eV above it.